[1]
Molecular formula: C50H36N4OP2PbS3Se2
Method: DFT, ωB97M-V with the def2-TZVPD basis set

Output
Kohn-Sham gap, eV: 6.96
Max |F|, eV/A: 0.7
E, eV: -247451.31588
Relative energy (zero: lowest compared OMol25 entry of this formula, charge and spin), kcal per mole: 36.64

The geometry in ORCA input format:
```
! wB97M-V def2-TZVPD RIJCOSX def2/J DEFGRID3
* xyz 2 1
Pb 1.144 -0.571 -0.953
O 2.379 -1.604 2.577
S 1.320 -0.709 2.061
C -0.256 -1.202 2.803
C -0.366 -1.162 4.188
C -1.548 -1.551 4.790
C -2.618 -1.975 4.010
C -2.499 -2.033 2.632
C -1.309 -1.659 2.004
P -1.176 -1.845 0.185
C -2.837 -1.334 -0.374
C -3.788 -2.230 -0.854
C -5.063 -1.776 -1.175
C -5.392 -0.438 -1.016
C -4.441 0.461 -0.546
C -3.169 0.014 -0.231
C -1.131 -3.641 -0.078
C -1.146 -4.571 0.958
C -1.052 -5.928 0.671
C -0.930 -6.359 -0.642
C -0.906 -5.433 -1.679
C -1.005 -4.080 -1.397
C 1.515 0.883 2.871
C 2.335 0.936 3.988
C 2.505 2.149 4.638
C 1.865 3.288 4.165
C 1.077 3.230 3.024
C 0.905 2.024 2.350
P 0.068 1.974 0.719
C 1.417 2.698 -0.285
C 1.299 3.153 -1.748
C 1.696 4.615 -1.862
C 2.934 5.031 -1.656
C 4.091 4.113 -1.302
C 2.695 2.483 0.023
C -1.244 3.222 0.885
C -2.245 2.945 1.820
C -3.301 3.825 1.992
C -3.376 4.981 1.223
C -2.389 5.256 0.287
C -1.324 4.380 0.117
H 0.470 -0.830 4.791
H -1.638 -1.517 5.868
H -3.548 -2.268 4.480
H -3.335 -2.382 2.037
H -3.548 -3.278 -0.974
H -5.802 -2.476 -1.543
H -6.392 -0.095 -1.252
H -4.691 1.509 -0.422
H -2.432 0.714 0.144
H -1.230 -4.247 1.988
H -1.076 -6.649 1.478
H -0.860 -7.418 -0.860
H -0.811 -5.766 -2.706
H -0.992 -3.356 -2.205
H 2.841 0.035 4.317
H 3.142 2.206 5.511
H 2.005 4.236 4.670
H 0.612 4.131 2.642
H 0.336 2.964 -2.217
H 0.929 5.332 -2.134
H 3.187 6.081 -1.741
H 4.860 4.206 -2.073
H 3.087 2.240 1.003
H -2.187 2.046 2.427
H -4.066 3.615 2.730
H -4.197 5.672 1.360
H -2.440 6.164 -0.300
H -0.548 4.621 -0.594
S 4.662 0.107 -0.593
C 4.817 1.649 -1.059
C 6.112 2.127 -1.452
N 7.150 2.509 -1.773
C 3.659 2.629 -1.149
S 2.599 2.175 -2.601
C 4.673 4.541 -0.014
N 5.071 4.811 1.030
Se 0.695 -2.499 -4.571
Se 2.623 -1.973 -3.397
C 2.624 -3.313 -2.003
C 3.239 -4.530 -2.213
C 3.299 -5.424 -1.151
C 2.757 -5.058 0.068
C 2.162 -3.813 0.191
N 2.088 -2.951 -0.829
C -0.464 -1.001 -4.201
C -1.332 -0.668 -5.236
C -2.242 0.356 -5.042
C -2.256 1.021 -3.823
C -1.357 0.625 -2.857
N -0.468 -0.365 -3.031
H 3.666 -4.765 -3.177
H 3.775 -6.388 -1.277
H 2.801 -5.718 0.923
H 1.755 -3.489 1.139
H -1.281 -1.202 -6.175
H -2.925 0.635 -5.835
H -2.951 1.825 -3.626
H -1.361 1.095 -1.877
*
```

Partial charges, Mulliken, in e: atom 1 (Pb): 1.3360, atom 2 (O): -0.8225, atom 3 (S): 1.6716, atom 4 (C): 0.2318, atom 5 (C): -0.6710, atom 6 (C): -0.8253, atom 7 (C): -0.8780, atom 8 (C): -0.4283, atom 9 (C): -0.1786, atom 10 (P): 2.2392, atom 11 (C): 0.2021, atom 12 (C): -0.5422, atom 13 (C): -0.8528, atom 14 (C): -0.7970, atom 15 (C): -0.5809, atom 16 (C): 0.1100, atom 17 (C): 0.5810, atom 18 (C): -0.6616, atom 19 (C): -0.7068, atom 20 (C): -0.7281, atom 21 (C): -0.7774, atom 22 (C): -0.3678, atom 23 (C): 0.1423, atom 24 (C): -0.4844, atom 25 (C): -0.9107, atom 26 (C): -0.8916, atom 27 (C): -0.2902, atom 28 (C): -0.7416, atom 29 (P): 2.7522, atom 30 (C): -1.0625, atom 31 (C): 0.1339, atom 32 (C): -0.6354, atom 33 (C): -1.1553, atom 34 (C): 0.4627, atom 35 (C): -1.9372, atom 36 (C): 0.1992, atom 37 (C): -0.7649, atom 38 (C): -0.6483, atom 39 (C): -0.7176, atom 40 (C): -0.5559, atom 41 (C): -0.3839, atom 42 (H): 0.5359, atom 43 (H): 0.4377, atom 44 (H): 0.4584, atom 45 (H): 0.5859, atom 46 (H): 0.4595, atom 47 (H): 0.4619, atom 48 (H): 0.4397, atom 49 (H): 0.5398, atom 50 (H): -0.3934, atom 51 (H): 0.3699, atom 52 (H): 0.4404, atom 53 (H): 0.4339, atom 54 (H): 0.4952, atom 55 (H): 0.3438, atom 56 (H): 0.6544, atom 57 (H): 0.4505, atom 58 (H): 0.4797, atom 59 (H): 0.5431, atom 60 (H): 0.5995, atom 61 (H): 0.6192, atom 62 (H): 0.4834, atom 63 (H): 0.6349, atom 64 (H): 1.0036, atom 65 (H): 0.3955, atom 66 (H): 0.4665, atom 67 (H): 0.4261, atom 68 (H): 0.4728, atom 69 (H): 0.0520, atom 70 (S): -0.0451, atom 71 (C): 0.5345, atom 72 (C): -0.2521, atom 73 (N): -0.3381, atom 74 (C): 0.9786, atom 75 (S): -0.1045, atom 76 (C): 0.1216, atom 77 (N): -0.5629, atom 78 (Se): 0.0995, atom 79 (Se): -0.0972, atom 80 (C): 0.1721, atom 81 (C): -0.7302, atom 82 (C): -0.4212, atom 83 (C): -1.0234, atom 84 (C): -0.5217, atom 85 (N): 0.4096, atom 86 (C): -0.0856, atom 87 (C): -0.8442, atom 88 (C): -0.5783, atom 89 (C): -1.3593, atom 90 (C): -0.4226, atom 91 (N): 0.7458, atom 92 (H): 0.5573, atom 93 (H): 0.4681, atom 94 (H): 0.5397, atom 95 (H): 0.4223, atom 96 (H): 0.5005, atom 97 (H): 0.4605, atom 98 (H): 0.5765, atom 99 (H): 0.8457



[2]
Molecular formula: C50H38BrClN2O5PSn
Method: DFT, ωB97M-V with the def2-TZVPD basis set

Output
Kohn-Sham gap, eV: 4.70
Max |F|, eV/A: 2.7
E, eV: -163356.16997
Relative energy (zero: lowest compared OMol25 entry of this formula, charge and spin), kcal per mole: 236.30

The geometry in ORCA input format:
```
! wB97M-V def2-TZVPD RIJCOSX def2/J DEFGRID3
* xyz 1 1
Sn 0.522 -0.533 -0.513
C -7.521 0.351 -1.023
O -7.046 0.806 0.231
C -5.791 0.621 0.618
C -5.430 1.013 1.876
C -4.090 0.962 2.294
C -3.021 0.609 1.510
C -1.682 0.828 1.993
C -1.431 1.153 3.446
O -0.700 0.772 1.242
C -3.250 0.132 0.087
O -2.493 0.763 -0.906
C -4.777 -0.077 -0.209
H -8.586 0.571 -1.018
H -7.380 -0.723 -1.145
H -7.043 0.882 -1.848
H -6.175 1.425 2.534
H -3.904 1.284 3.307
H -1.757 0.329 4.077
H -1.949 2.055 3.764
H -0.360 1.298 3.583
H -4.953 0.020 -1.280
C 2.744 2.327 5.138
C 2.552 2.775 3.839
C 2.538 1.867 2.799
C 2.732 0.509 3.045
C 2.929 0.064 4.346
C 2.937 0.977 5.388
P 2.538 -0.542 1.570
C 2.354 -2.242 2.201
C 1.059 -2.637 2.535
C 0.809 -3.931 2.957
C 1.849 -4.843 3.036
C 3.134 -4.460 2.686
C 3.390 -3.166 2.263
C 4.169 -0.504 0.765
C 5.325 0.037 1.231
C 6.453 0.124 0.364
C 6.394 -0.278 -0.929
C 5.201 -0.856 -1.491
C 5.116 -1.234 -2.796
C 3.918 -1.931 -3.363
C 2.751 -1.894 -2.367
C 2.854 -1.501 -0.965
C 4.065 -0.988 -0.582
H 2.730 3.033 5.956
H 2.400 3.827 3.645
H 2.362 2.192 1.779
H 3.074 -0.989 4.543
H 3.088 0.639 6.404
H 0.255 -1.909 2.474
H -0.194 -4.232 3.223
H 1.655 -5.854 3.363
H 3.941 -5.174 2.746
H 4.389 -2.868 1.980
H 5.405 0.396 2.245
H 7.368 0.541 0.758
H 7.255 -0.179 -1.575
H 5.961 -1.099 -3.459
H 4.211 -2.915 -3.745
H 2.033 -2.695 -2.553
Br -6.945 -3.213 0.189
C -5.313 -2.598 -0.574
C -4.551 -1.575 0.179
C -3.055 -1.399 -0.164
C -2.745 -1.816 -1.597
C -3.617 -2.624 -2.269
C -4.870 -3.061 -1.752
N -1.508 -1.491 -2.076
C -1.174 -1.616 -3.331
C 0.169 -1.344 -3.742
C 0.779 -1.935 -4.937
C 2.086 -1.831 -5.199
C 3.036 -1.076 -4.316
C 2.252 -0.584 -3.091
N 0.871 -0.552 -2.984
H -4.700 -1.688 1.254
H -2.331 -1.872 0.509
H -3.341 -3.030 -3.230
H -5.441 -3.777 -2.320
H -1.877 -1.941 -4.098
H 0.126 -2.467 -5.613
H 2.498 -2.238 -6.112
H 3.582 -0.323 -4.893
H 2.689 0.306 -2.635
Cl -0.350 8.422 -1.853
C -0.574 6.742 -1.592
C 0.492 5.869 -1.783
C 0.299 4.517 -1.604
C -0.954 4.019 -1.232
C -2.015 4.904 -1.036
C -1.823 6.260 -1.212
C -1.081 2.556 -1.127
O -2.315 2.171 -0.783
O -0.161 1.808 -1.376
H 1.455 6.254 -2.077
H 1.105 3.818 -1.767
H -2.989 4.528 -0.762
H -2.636 6.954 -1.067
*
```

Partial charges, Mulliken, in e: atom 1 (Sn): 1.4878, atom 2 (C): -0.5614, atom 3 (O): -0.4212, atom 4 (C): -0.2789, atom 5 (C): -1.3034, atom 6 (C): -0.4392, atom 7 (C): -0.8610, atom 8 (C): 0.6440, atom 9 (C): -1.6444, atom 10 (O): 0.4725, atom 11 (C): 1.9337, atom 12 (O): -0.1742, atom 13 (C): -0.0169, atom 14 (H): 0.3210, atom 15 (H): 0.1989, atom 16 (H): 0.2703, atom 17 (H): 0.5082, atom 18 (H): 0.5173, atom 19 (H): 0.4459, atom 20 (H): 0.5337, atom 21 (H): -0.0327, atom 22 (H): 0.6007, atom 23 (C): -0.5473, atom 24 (C): -0.6903, atom 25 (C): -0.3626, atom 26 (C): 0.3659, atom 27 (C): -0.3754, atom 28 (C): -0.6664, atom 29 (P): 1.1785, atom 30 (C): 0.6539, atom 31 (C): -0.0063, atom 32 (C): -0.7241, atom 33 (C): -0.6401, atom 34 (C): -0.6883, atom 35 (C): -0.7580, atom 36 (C): -0.7389, atom 37 (C): -0.7053, atom 38 (C): -0.8713, atom 39 (C): -1.4050, atom 40 (C): 1.1236, atom 41 (C): -1.7361, atom 42 (C): -0.0276, atom 43 (C): -0.5668, atom 44 (C): -1.1394, atom 45 (C): 1.7088, atom 46 (H): 0.3982, atom 47 (H): 0.4218, atom 48 (H): 0.3307, atom 49 (H): 0.4737, atom 50 (H): 0.4251, atom 51 (H): 0.3052, atom 52 (H): 0.4450, atom 53 (H): 0.3935, atom 54 (H): 0.4305, atom 55 (H): 0.4895, atom 56 (H): 0.5513, atom 57 (H): 0.4416, atom 58 (H): 0.4005, atom 59 (H): 0.3955, atom 60 (H): 0.5294, atom 61 (H): 1.0008, atom 62 (Br): -0.0726, atom 63 (C): -0.9388, atom 64 (C): -0.3063, atom 65 (C): 0.6193, atom 66 (C): -0.5038, atom 67 (C): -0.6272, atom 68 (C): -0.7751, atom 69 (N): 0.4412, atom 70 (C): -0.1688, atom 71 (C): 0.2628, atom 72 (C): -1.1171, atom 73 (C): -1.1677, atom 74 (C): -0.0444, atom 75 (C): -1.0925, atom 76 (N): -0.1130, atom 77 (H): 0.7807, atom 78 (H): 0.5314, atom 79 (H): 0.3874, atom 80 (H): 0.4819, atom 81 (H): 0.4493, atom 82 (H): 0.5031, atom 83 (H): 0.4394, atom 84 (H): 0.5513, atom 85 (H): 0.9264, atom 86 (Cl): -0.1809, atom 87 (C): 0.3701, atom 88 (C): -0.7955, atom 89 (C): -0.4607, atom 90 (C): 0.3018, atom 91 (C): -0.1920, atom 92 (C): -0.8802, atom 93 (C): 0.4829, atom 94 (O): -0.1787, atom 95 (O): -0.7151, atom 96 (H): 0.4397, atom 97 (H): 0.4773, atom 98 (H): 0.4428, atom 99 (H): 0.4266